{"formula": "C3H7O3", "method": "wB97M-V/def2-TZVPD", "elements": ["O", "C", "O", "C", "C", "H", "H", "H", "H", "H", "H", "H", "O"], "positions_angstrom": [[-0.076, -2.275, 1.183], [0.270, -1.111, 0.961], [1.379, -0.627, 0.946], [-0.850, -0.159, 0.565], [-1.043, -0.149, -0.968], [-1.764, -0.072, 1.149], [-0.563, 0.903, 0.802], [-0.360, 0.650, -1.272], [-0.751, -1.200, -1.328], [-1.983, 0.260, -1.281], [2.001, 0.971, 0.507], [1.805, 1.102, -1.058], [1.937, 1.707, -0.208]], "homo_lumo_gap_ha": 0.3072, "relative_energy_kcal_mol": 25.7, "lumo_ev": 4.16, "e_homo_ev": -4.20, "total_charge": -1}

{"formula": "C30H41N7O", "method": "wB97M-V/def2-TZVPD", "elements": ["C", "C", "C", "N", "C", "H", "H", "H", "H", "H", "C", "C", "C", "N", "C", "H", "H", "H", "H", "H", "C", "C", "C", "N", "C", "H", "H", "H", "H", "H", "C", "C", "C", "N", "C", "H", "H", "H", "H", "H", "C", "C", "C", "N", "C", "H", "H", "H", "H", "H", "C", "C", "C", "N", "C", "H", "H", "H", "H", "H", "C", "C", "C", "N", "C", "H", "H", "H", "H", "H", "C", "C", "O", "H", "H", "H", "H", "H", "H"], "positions_angstrom": [[0.278, -1.303, -4.056], [-1.010, -1.888, -4.251], [-1.613, -1.191, -5.264], [-0.721, -0.271, -5.735], [0.449, -0.345, -5.013], [0.945, -1.621, -3.271], [-1.481, -2.581, -3.574], [-2.596, -1.283, -5.695], [-0.917, 0.415, -6.442], [1.287, 0.283, -5.260], [-1.519, -3.235, 3.707], [-1.595, -4.137, 2.608], [-1.054, -3.500, 1.518], [-0.680, -2.247, 1.903], [-0.942, -2.083, 3.236], [-1.931, -3.358, 4.695], [-1.915, -5.166, 2.601], [-0.985, -3.806, 0.488], [-0.239, -1.528, 1.353], [-0.742, -1.150, 3.735], [2.752, -4.041, -0.172], [3.790, -4.619, -0.947], [4.676, -5.197, -0.077], [4.258, -4.911, 1.193], [3.079, -4.231, 1.144], [1.885, -3.534, -0.563], [3.866, -4.682, -2.020], [5.527, -5.820, -0.287], [4.690, -5.212, 2.047], [2.582, -3.865, 2.027], [2.006, 4.806, -0.347], [2.145, 5.091, 1.040], [1.487, 4.110, 1.736], [0.972, 3.230, 0.823], [1.268, 3.654, -0.438], [2.326, 5.416, -1.175], [2.679, 5.893, 1.524], [1.559, 3.837, 2.775], [0.481, 2.372, 1.030], [0.795, 3.162, -1.271], [2.230, 0.500, 4.979], [2.838, 1.735, 4.630], [3.187, 1.668, 3.304], [2.833, 0.429, 2.846], [2.252, -0.294, 3.861], [1.789, 0.218, 5.920], [2.939, 2.605, 5.257], [3.721, 2.343, 2.657], [2.874, 0.021, 1.928], [1.867, -1.282, 3.672], [-3.422, 0.516, -0.261], [-3.712, 1.413, 0.812], [-4.058, 0.655, 1.902], [-3.980, -0.654, 1.529], [-3.617, -0.754, 0.216], [-3.289, 0.872, -1.272], [-3.663, 2.487, 0.733], [-4.418, 0.987, 2.860], [-4.192, -1.450, 2.106], [-3.513, -1.734, -0.217], [-1.861, 3.564, -2.579], [-2.024, 2.503, -3.515], [-3.371, 2.404, -3.762], [-4.012, 3.378, -3.046], [-3.096, 4.077, -2.294], [-0.933, 3.960, -2.204], [-1.286, 1.778, -3.823], [-3.972, 1.693, -4.304], [-5.003, 3.447, -2.897], [-3.351, 4.914, -1.669], [1.465, 0.098, -0.526], [-0.031, 0.331, -0.444], [-0.412, 0.561, 0.916], [2.021, 0.781, 0.115], [1.791, 0.198, -1.562], [1.764, -0.920, -0.249], [-0.573, -0.554, -0.793], [-0.294, 1.171, -1.092], [-1.329, 0.870, 0.941]], "homo_lumo_gap_ha": 0.3152, "lumo_ev": 0.67, "smiles": "c1cc[nH]c1.c1cc[nH]c1.c1cc[nH]c1.c1cc[nH]c1.c1cc[nH]c1.c1cc[nH]c1.c1cc[nH]c1.CCO", "e_homo_ev": -7.91}

{"formula": "C17H22HgN2O2", "method": "wB97M-V/def2-TZVPD", "elements": ["Hg", "N", "C", "C", "C", "C", "C", "C", "H", "H", "H", "H", "H", "H", "H", "C", "O", "C", "O", "H", "H", "H", "C", "N", "C", "C", "C", "C", "C", "C", "C", "C", "H", "H", "H", "H", "H", "H", "H", "H", "H", "H", "H", "H"], "positions_angstrom": [[0.694, -0.911, -0.364], [-1.751, 0.940, -2.627], [-2.246, -0.263, -3.120], [-2.632, -1.278, -2.240], [-3.198, -2.444, -2.722], [-3.390, -2.636, -4.086], [-2.993, -1.636, -4.962], [-2.425, -0.462, -4.489], [-1.189, 1.473, -3.271], [-1.313, 0.879, -1.719], [-2.470, -1.151, -1.175], [-3.481, -3.218, -2.018], [-3.833, -3.551, -4.458], [-3.119, -1.770, -6.030], [-2.112, 0.310, -5.184], [-2.008, -3.385, 1.824], [-1.302, -2.354, 1.140], [0.088, -2.576, 0.937], [0.570, -3.590, 1.369], [-3.057, -3.290, 1.542], [-1.914, -3.269, 2.907], [-1.633, -4.370, 1.552], [2.083, 1.995, 4.055], [1.142, 1.120, 3.391], [1.716, -0.198, 3.189], [0.558, 1.688, 2.169], [1.503, 1.957, 1.008], [2.326, 3.087, 1.073], [3.212, 3.395, 0.051], [3.261, 2.580, -1.070], [2.424, 1.473, -1.150], [1.535, 1.130, -0.128], [2.312, 1.590, 5.044], [1.642, 2.986, 4.190], [3.035, 2.116, 3.514], [2.030, -0.604, 4.153], [2.589, -0.191, 2.518], [0.974, -0.870, 2.764], [0.067, 2.621, 2.462], [-0.216, 0.997, 1.828], [2.266, 3.744, 1.935], [3.855, 4.265, 0.130], [3.940, 2.813, -1.884], [2.457, 0.859, -2.045]], "homo_lumo_gap_ha": [0.1751, 0.2851], "spin_multiplicity": 2, "s2": 0.756, "relative_energy_kcal_mol": 1.5, "lumo_ev": [3.19, 3.17], "e_homo_ev": [-1.57, -4.59], "total_charge": -1}

Listing F_max for the structures above in their given order: 3.84 1.08 0.74 eV Å⁻¹.
Listing energy for the structures above in their given order: -9368.0418 -44251.5316 -29234.8977 eV.